Formula: C57H61As2CsN10OS2
Source: OMol25
Level of theory: ωB97M-V with the def2-TZVPD basis set

```
134
Properties=species:S:1:pos:R:3:forces:R:3:lowdin_charge:R:1
Cs -0.368 -0.127 1.321 -0.52 -0.56 0.15 0.800
C -2.746 0.002 4.533 0.04 -0.05 0.05 -0.073
C -2.639 -1.480 4.380 0.07 0.03 -0.11 -0.626
N -1.872 -2.070 3.513 0.01 0.11 0.02 0.051
C -1.993 -3.438 3.577 0.11 0.03 -0.08 -0.339
C -2.878 -3.896 4.501 -0.03 -0.05 0.02 -0.357
S -3.574 -2.575 5.330 -0.06 -0.01 0.07 1.068
C -1.157 -4.270 2.699 -0.02 0.17 -0.04 -0.325
C -0.863 -5.582 2.899 -0.01 -0.07 0.06 -0.352
S 0.136 -6.154 1.636 0.03 -0.10 0.00 1.055
C 0.112 -4.589 0.918 -0.03 0.11 -0.04 -0.654
N -0.592 -3.715 1.568 0.02 -0.06 0.04 0.085
C 0.862 -4.275 -0.336 0.00 -0.02 0.04 -0.086
H -1.788 0.475 4.286 0.01 -0.02 0.00 0.031
H -3.026 0.279 5.549 -0.01 -0.01 0.00 0.080
H -3.516 0.390 3.865 -0.06 0.02 -0.04 0.068
H -3.153 -4.916 4.718 0.02 0.05 -0.01 0.073
H -1.164 -6.216 3.717 0.02 0.03 -0.05 0.076
H 0.768 -5.076 -1.071 0.00 0.00 0.03 0.074
H 1.926 -4.131 -0.131 -0.02 -0.01 0.01 0.079
H 0.460 -3.353 -0.754 -0.01 0.01 0.01 0.034
C 2.735 -2.527 4.218 0.01 0.01 -0.01 -0.071
C 3.092 -1.729 5.296 -0.01 0.01 0.02 -0.067
C 2.769 -0.386 5.273 0.04 -0.01 -0.03 -0.013
C 2.094 0.153 4.171 -0.05 0.06 0.04 -0.248
N 1.780 -0.619 3.124 0.28 -0.12 0.27 -0.034
C 2.087 -1.914 3.162 0.05 0.02 -0.02 -0.186
C 1.619 1.572 4.206 0.04 -0.11 0.01 -0.246
C 2.483 2.526 4.760 -0.01 0.04 0.00 -0.081
C 2.043 3.818 5.002 -0.01 -0.01 0.00 -0.114
C 0.710 4.120 4.741 0.04 -0.04 -0.01 -0.130
C -0.111 3.149 4.174 -0.03 0.04 0.02 -0.214
C 0.287 1.847 3.821 0.04 -0.10 0.09 -0.141
H 2.944 -3.588 4.194 0.01 0.01 0.01 0.100
H 3.597 -2.155 6.155 0.00 0.01 -0.01 0.105
H 2.994 0.251 6.117 0.01 -0.01 0.00 0.113
H 1.788 -2.502 2.295 -0.01 0.03 0.02 0.084
H 3.509 2.258 5.003 -0.04 0.01 0.00 0.091
H 2.711 4.561 5.421 -0.01 -0.02 -0.01 0.090
H 0.319 5.102 4.998 0.00 0.00 0.01 0.086
H -1.169 3.409 4.052 -0.01 0.01 -0.02 0.061
C 3.260 -1.195 -1.136 0.00 0.02 -0.07 -0.473
C 2.597 -1.368 -2.507 0.01 0.07 0.08 -0.426
As 0.662 -0.957 -2.427 0.06 0.26 -0.18 1.259
C 0.552 0.799 -3.284 -0.08 -0.06 -0.02 -0.409
C -0.697 1.418 -3.241 0.00 0.02 0.06 -0.158
C -0.917 2.618 -3.901 0.00 0.01 -0.02 -0.080
C 0.112 3.218 -4.613 0.00 -0.01 0.01 -0.087
C 1.359 2.611 -4.658 0.03 0.01 0.02 -0.087
C 1.577 1.407 -4.001 -0.01 0.05 0.00 -0.111
C 0.058 -1.988 -3.988 0.11 -0.25 0.16 -0.370
C 0.201 -3.375 -3.920 0.00 -0.02 -0.06 -0.142
C -0.245 -4.197 -4.945 0.00 0.03 -0.01 -0.095
C -0.859 -3.639 -6.059 -0.01 -0.02 0.02 -0.101
C -1.019 -2.263 -6.131 0.00 0.03 0.02 -0.093
C -0.563 -1.441 -5.106 -0.03 -0.02 -0.02 -0.087
As 3.080 0.610 -0.355 -0.06 -0.04 0.03 1.272
C 4.316 1.602 -1.494 0.01 -0.04 0.00 -0.404
C 3.962 2.885 -1.895 0.00 -0.01 -0.08 -0.132
C 4.828 3.644 -2.673 0.00 0.00 -0.02 -0.089
C 6.051 3.120 -3.061 -0.01 0.01 0.01 -0.091
C 6.415 1.840 -2.659 -0.01 -0.01 0.02 -0.084
C 5.555 1.089 -1.871 0.01 0.05 -0.05 -0.102
C 4.292 0.413 1.164 0.01 0.03 -0.02 -0.401
C 4.853 -0.793 1.567 -0.01 0.01 0.05 -0.118
C 5.686 -0.843 2.679 -0.01 0.02 -0.02 -0.087
C 5.977 0.314 3.385 -0.01 -0.01 -0.01 -0.087
C 5.419 1.522 2.987 0.01 -0.01 -0.01 -0.093
C 4.572 1.567 1.891 0.03 -0.04 0.03 -0.118
H 4.315 -1.469 -1.183 0.03 0.00 -0.01 0.058
H 2.785 -1.859 -0.408 -0.01 -0.02 0.00 0.034
H 2.663 -2.413 -2.816 0.00 -0.05 -0.01 0.059
H 3.105 -0.786 -3.275 0.02 0.02 0.01 0.052
H -1.505 0.957 -2.683 0.04 -0.01 -0.03 0.061
H -1.891 3.088 -3.845 0.01 0.00 0.00 0.107
H -0.057 4.155 -5.128 0.01 -0.01 0.01 0.100
H 2.173 3.075 -5.204 -0.02 -0.01 0.01 0.103
H 2.558 0.959 -4.063 0.06 -0.03 0.02 0.085
H 0.668 -3.829 -3.052 0.01 0.02 -0.02 0.070
H -0.114 -5.270 -4.874 0.00 0.01 -0.01 0.103
H -1.210 -4.273 -6.864 0.00 0.01 0.01 0.102
H -1.497 -1.818 -6.996 0.01 -0.01 0.00 0.105
H -0.692 -0.370 -5.190 0.01 0.02 0.01 0.094
H 2.997 3.289 -1.612 -0.04 0.00 0.01 0.096
H 4.541 4.643 -2.979 0.01 -0.02 0.00 0.102
H 6.726 3.709 -3.670 -0.01 -0.01 0.01 0.101
H 7.375 1.431 -2.951 -0.01 0.01 0.00 0.102
H 5.860 0.103 -1.539 0.00 0.00 0.00 0.098
H 4.632 -1.712 1.037 0.01 0.01 0.00 0.088
H 6.105 -1.792 2.993 -0.01 0.02 0.00 0.104
H 6.629 0.274 4.249 -0.01 0.00 -0.01 0.102
H 5.629 2.429 3.541 0.00 -0.02 -0.01 0.104
H 4.118 2.511 1.610 -0.01 0.01 -0.02 0.104
N -1.852 5.246 2.012 -0.12 -0.14 -0.11 0.047
C -1.214 4.731 0.769 0.04 0.01 -0.05 -0.182
C -0.951 3.227 0.892 -0.07 0.03 -0.05 -0.316
N -1.220 2.565 -0.378 -0.01 0.13 0.09 0.002
H -1.719 6.248 2.102 -0.02 0.02 -0.06 0.122
H -1.391 4.819 2.815 0.00 -0.03 0.03 0.072
H -3.182 4.956 1.958 0.23 0.16 0.32 0.099
H -0.286 5.271 0.584 0.02 -0.02 -0.05 0.116
H -1.889 4.909 -0.067 -0.05 0.02 0.04 0.106
H -1.531 2.821 1.736 -0.01 0.06 -0.03 0.085
H 0.096 3.080 1.159 -0.01 -0.11 0.06 0.100
H -0.829 1.632 -0.379 -0.09 0.36 -0.46 -0.092
H -2.223 2.467 -0.518 0.00 0.05 -0.08 0.062
N -4.409 4.732 1.894 -0.05 -0.02 -0.19 0.164
C -4.606 3.546 1.012 0.15 -0.11 0.03 -0.478
O -4.250 3.707 -0.142 -0.02 -0.01 -0.07 0.042
C -5.122 2.404 1.643 -0.08 -0.05 0.01 -0.206
C -5.356 1.233 0.871 0.07 0.02 0.07 -0.201
N -5.544 0.286 0.241 0.01 0.05 -0.01 0.162
C -5.476 2.458 3.015 -0.01 -0.02 -0.06 -0.253
N -5.732 2.606 4.133 0.03 -0.02 -0.05 0.139
H -4.838 5.513 1.404 0.01 0.08 0.03 0.144
H -4.825 4.637 2.818 -0.03 -0.07 0.04 0.112
N -2.394 -0.823 -1.244 -0.06 0.01 0.09 0.121
C -3.160 -1.563 -1.699 -0.04 0.05 -0.06 -0.277
N -4.027 -2.408 -2.226 0.07 0.02 0.10 -0.080
C -3.518 -3.688 -2.756 0.01 0.13 -0.06 -0.130
C -4.454 -4.188 -3.847 -0.01 -0.02 0.01 -0.183
C -4.713 -3.098 -4.886 -0.02 0.04 0.00 -0.175
C -5.271 -1.799 -4.250 0.01 -0.04 -0.01 -0.156
C -5.308 -1.895 -2.731 0.07 -0.01 0.06 -0.148
H -3.429 -4.414 -1.945 -0.01 -0.02 0.02 0.122
H -2.523 -3.521 -3.178 0.00 -0.01 0.00 0.105
H -5.392 -4.531 -3.405 -0.01 0.01 -0.01 0.112
H -3.996 -5.061 -4.316 0.01 0.00 -0.01 0.113
H -5.397 -3.475 -5.648 0.00 0.00 0.00 0.106
H -3.772 -2.878 -5.395 0.01 -0.01 0.01 0.089
H -6.277 -1.581 -4.614 0.01 -0.01 0.00 0.109
H -4.643 -0.951 -4.530 -0.01 0.01 0.00 0.109
H -6.101 -2.564 -2.392 -0.01 -0.02 -0.01 0.122
H -5.488 -0.933 -2.257 0.00 0.02 0.02 0.104
```
Positions in Å, forces in eV/Å.

Output
* energy: -8119.44048 Ha
* E_HOMO: -0.2287 Eh
* E_LUMO: 0.00549 hartree
* orbital gap: 6.37 eV
* net charge: 0
* energy above the lowest of the compared OMol25 structures with the same formula, charge and spin: 0.508 eV